A molecular structure, C32H50LuP2 at a distorted geometry. Source: the OMol25 dataset; level of theory: the ωB97M-V functional and the def2-TZVPD basis.

The value obtained for the orbital gap is 0.2707 Eh. The HOMO energy comes out at -10.22 eV. The value obtained for the relative energy (zero: lowest compared OMol25 entry of this formula, charge and spin) is 2.532 eV. As for the strongest force on any atom: 4.77 eV/A. The total charge is +1.

Atoms and positions in Å:
Lu: -0.0041 -0.0177 -0.0270
C: -1.3377 -1.6334 -0.9290
C: 0.0500 -1.8855 -1.4143
C: 0.0582 -2.0556 0.9769
C: -1.3226 -1.8127 0.5294
C: 0.9338 -2.1352 -0.2164
C: -2.5511 -1.6411 -1.8149
H: -2.3923 -1.1706 -2.8058
H: -3.4304 -1.1351 -1.3758
H: -2.8773 -2.6851 -2.0234
C: -2.5197 -1.9720 1.3876
H: -3.4755 -1.7616 0.8753
H: -2.4988 -1.3496 2.2960
H: -2.5983 -3.0189 1.7422
C: 0.4705 -2.4395 2.3564
H: 0.4904 -3.5474 2.4726
H: -0.2142 -2.0598 3.1269
H: 1.4824 -2.0889 2.6505
C: 2.1794 -2.9548 -0.1639
H: 1.9085 -4.0305 -0.2231
H: 2.7270 -2.8585 0.7927
H: 2.9434 -2.8156 -0.9577
C: 0.2135 -2.5201 -2.7155
H: -0.2995 -3.5065 -2.7043
H: 1.2488 -2.7600 -3.0013
H: -0.2640 -1.9788 -3.5593
C: 1.3092 2.0206 -2.9231
C: 0.6943 1.0545 -3.6256
C: 1.1005 0.6694 -5.0105
C: 2.4175 -0.1395 -5.0092
C: 3.0115 -0.3311 -3.6419
C: 3.6470 0.6666 -3.0011
C: 3.7540 2.0493 -3.5569
C: 2.4324 2.8425 -3.4715
H: 1.2156 1.5699 -5.6345
H: 3.1432 0.4031 -5.6379
H: 0.2852 0.0953 -5.4990
H: 2.1691 3.2354 -4.4645
H: 1.1104 2.2831 -1.8715
H: -0.1312 0.4190 -3.2592
H: 2.5711 3.7439 -2.8412
H: 4.5916 2.5918 -3.0836
H: 4.3208 0.4451 -2.1584
H: 4.0598 1.9993 -4.6139
H: 2.3119 -1.0950 -5.5518
H: 3.1651 -1.3685 -3.2880
P: -1.9110 1.6604 -0.1587
C: -3.4064 1.1271 0.7231
H: -4.1036 1.9761 0.7110
H: -3.2526 0.8468 1.7719
H: -3.9187 0.2904 0.2179
C: -1.6750 3.3069 0.5351
H: -2.6529 3.8170 0.5273
H: -0.9774 3.9229 -0.0563
H: -1.3117 3.2919 1.5732
C: -2.7214 2.0576 -1.7273
H: -2.1007 2.6787 -2.3876
H: -3.6281 2.6427 -1.4950
H: -3.0443 1.1703 -2.2987
P: 2.0503 0.9556 1.0967
C: 3.4642 -0.1791 1.2930
H: 4.3476 0.4519 1.4720
H: 3.6916 -0.8648 0.4743
H: 3.3454 -0.8306 2.1837
C: 2.5758 2.6697 0.8890
H: 3.2886 2.8002 0.0668
H: 3.1135 2.9979 1.7952
H: 1.7396 3.3808 0.7470
C: 1.9911 1.1262 2.9053
H: 3.0114 1.3555 3.2563
H: 1.6671 0.2168 3.4161
H: 1.3507 1.9490 3.2204
C: -0.7309 0.4355 2.2786
C: -1.1648 0.4527 3.4517
C: -1.7738 0.4224 4.7411
C: -2.1573 -0.8242 5.3003
C: -2.7885 -0.8741 6.5293
C: -3.0585 0.3000 7.2355
C: -2.6864 1.5354 6.6918
C: -2.0548 1.6075 5.4651
H: -1.9541 -1.7418 4.7461
H: -3.0804 -1.8419 6.9465
H: -3.5600 0.2501 8.2040
H: -2.9039 2.4528 7.2476
H: -1.7708 2.5688 5.0347